1.
Computed, not measured: C27H34CeCl2N2O2 as an isolated structure, with the ωB97M-V functional and the def2-TZVPD basis.

Output
HOMO (alpha / beta) (eV): -2.26 / -2.22
Largest force on an atom (eV/Å): 3.6
Gap between HOMO and LUMO (alpha / beta) (eV): 4.86 / 4.82
Charge: -1
2S+1: 2

Last column: Löwdin charge in e.
Cartesian coordinates (Å):
Ce  0.075  0.254  0.043  0.462
Cl  -2.362  0.258  1.078  0.021
N  0.871  -0.436  2.109  -0.025
N  -0.894  0.766  -1.998  -0.029
C  0.798  -1.658  2.581  -0.299
C  -1.541  -0.074  -2.771  -0.299
C  0.992  0.561  3.191  -0.539
C  0.561  -0.272  4.377  -0.014
C  0.132  1.806  2.999  -0.042
C  2.451  0.950  3.173  -0.022
H  -0.928  1.563  2.891  0.036
H  0.417  2.419  2.130  0.083
H  0.259  2.468  3.866  0.098
H  3.067  0.053  3.245  0.099
H  2.695  1.659  3.965  0.096
H  2.682  1.414  2.213  0.041
C  -1.306  2.161  -2.239  -0.538
C  -2.590  1.935  -3.009  -0.019
C  -0.170  2.752  -3.046  -0.017
C  -1.543  2.983  -0.976  -0.047
H  -2.272  2.514  -0.311  0.037
H  -1.905  3.979  -1.261  0.101
H  -0.640  3.166  -0.378  0.061
H  0.006  2.121  -3.921  0.100
H  0.751  2.747  -2.458  0.057
H  -0.383  3.781  -3.344  0.092
O  -2.521  0.496  -3.454  0.038
H  -2.742  2.565  -3.886  0.130
H  -3.471  1.995  -2.368  0.133
O  0.668  -1.704  3.897  0.038
H  -0.492  -0.130  4.627  0.132
H  1.164  -0.167  5.279  0.129
C  0.802  -2.872  1.690  -0.042
C  -1.221  -1.544  -2.822  -0.042
C  -1.229  -2.397  -1.552  -0.192
H  -0.200  -1.590  -3.232  0.138
H  -1.890  -1.945  -3.583  0.098
C  -0.317  -2.122  -0.491  -0.227
C  -0.260  -3.037  0.602  -0.191
H  1.179  -0.997  -0.825  -0.048
C  -1.039  -4.216  0.583  -0.236
C  -1.919  -4.484  -0.470  -0.037
C  -0.877  -5.269  1.645  -0.077
C  -1.995  -3.586  -1.538  -0.237
H  -2.462  -5.438  -0.508  0.101
C  -2.842  -3.975  -2.719  -0.078
H  -3.378  -4.915  -2.540  0.066
H  -2.235  -4.139  -3.621  0.079
H  -3.593  -3.217  -2.976  0.078
H  0.134  -5.702  1.640  0.080
H  -1.567  -6.106  1.493  0.066
H  -1.050  -4.885  2.659  0.078
H  0.823  -3.721  2.374  0.099
H  1.780  -2.843  1.184  0.137
Cl  5.037  1.632  0.868  0.711
C  4.075  3.002  0.634  -0.682
C  4.579  4.236  1.044  -0.152
C  3.848  5.394  0.806  -0.158
C  2.589  5.330  0.175  -0.113
C  2.082  4.071  -0.239  -0.066
C  2.842  2.880  -0.056  -0.369
C  2.337  1.616  -0.506  -0.248
H  5.568  4.267  1.521  0.093
H  4.258  6.393  1.109  0.092
H  2.005  6.244  -0.026  0.089
H  1.105  4.026  -0.728  0.070
H  2.043  1.508  -1.572  0.034
H  2.769  0.698  -0.069  -0.008


2.
Computed, not measured: a 3-piece molecular cluster, H6O3 overall, with the ωB97M-V functional and the def2-TZVPD basis.

Output
HOMO (alpha / beta) (eV): 0.84 / -7.02
Largest force on an atom (eV/Å): 1.5
Gap between HOMO and LUMO (alpha / beta) (eV): 3.42 / 11.20
Charge: -1
2S+1: 2

Last column: Löwdin charge in e.
Cartesian coordinates (Å):
O  -8.053  9.602  17.412  -0.270
H  -8.422  10.394  17.021  -0.062
H  -8.652  8.904  17.148  -0.038
O  -10.592  8.404  16.314  -0.308
H  -10.177  8.611  15.477  -0.080
H  -10.867  9.253  16.661  -0.079
O  -6.625  8.604  19.760  -0.138
H  -5.797  8.354  19.350  0.008
H  -7.066  9.142  19.103  -0.032


3.
Computed, not measured: a 2-piece molecular cluster, CH2Br3ClSi overall, with the ωB97M-V functional and the def2-TZVPD basis.

Output
HOMO (alpha / beta) (eV): -8.68 / -9.00
Largest force on an atom (eV/Å): 3.9
Gap between HOMO and LUMO (alpha / beta) (eV): 6.12 / 8.62
Charge: 0

Last column: Löwdin charge in e.
Cartesian coordinates (Å):
C  -1.857  0.526  1.008  -0.498
Si  1.424  -0.153  -0.707  -0.564
Cl  -2.316  -1.043  1.390  0.577
Br  3.268  0.013  0.510  0.226
Br  1.749  0.935  -2.683  0.172
Br  1.197  -2.345  -1.304  0.169
H  -1.627  0.861  0.051  -0.033
H  -1.837  1.205  1.735  -0.048


4.
Computed, not measured: a 6-piece molecular cluster, C28H40F3NO7 overall, with the ωB97M-V functional and the def2-TZVPD basis.

Output
HOMO (eV): -8.45
SMILES: Nc1cc2c(cc1CCC(F)(F)F)C(=O)C=CC2=O.CC(C)=O.CC(C)=O.CC(C)=O.CC(C)=O.CC(C)=O
Largest force on an atom (eV/Å): 4.5
Gap between HOMO and LUMO (eV): 7.34
Charge: 0

Last column: Löwdin charge in e.
Cartesian coordinates (Å):
N  0.437  -0.150  2.799  0.042
C  -0.351  1.035  3.213  -0.168
C  -1.858  1.097  2.769  0.064
C  -2.713  2.312  3.179  -0.035
C  -2.088  3.443  4.069  -0.049
C  -0.599  3.349  4.488  0.055
C  0.316  2.179  4.066  -0.090
C  1.874  2.032  4.420  -0.142
C  2.576  3.391  4.894  -0.074
C  3.287  4.225  3.739  -0.377
F  2.452  5.240  3.163  0.048
F  3.895  3.454  2.724  0.066
F  4.362  4.959  4.365  0.018
C  -2.962  4.683  4.531  -0.280
O  -2.414  5.590  5.224  0.014
C  -4.500  4.772  4.064  0.019
C  -5.103  3.793  3.226  0.017
C  -4.251  2.525  2.758  -0.276
O  -4.787  1.676  2.002  0.026
H  0.660  -0.659  3.681  0.097
H  -0.247  -0.747  2.298  0.059
H  -2.342  0.266  2.147  0.096
H  -0.184  4.194  5.137  0.103
H  2.371  1.627  3.458  0.119
H  2.012  1.231  5.242  0.129
H  1.892  4.112  5.456  0.125
H  3.404  3.098  5.644  0.124
H  -5.082  5.679  4.450  0.119
H  -6.185  3.906  2.892  0.121
C  6.441  3.385  8.447  -0.025
C  5.293  4.351  8.312  -0.500
C  5.591  5.813  8.506  -0.023
O  4.168  3.963  8.057  0.049
H  6.079  2.368  8.282  0.082
H  7.205  3.611  7.700  0.087
H  6.863  3.448  9.452  0.086
H  6.318  6.146  7.762  0.087
H  5.976  5.984  9.514  0.086
H  4.672  6.389  8.380  0.085
C  -2.957  -0.879  -1.684  -0.010
C  -1.991  -1.245  -0.592  -0.488
C  -0.521  -1.162  -0.911  -0.017
O  -2.381  -1.595  0.509  0.040
H  -3.979  -0.985  -1.314  0.091
H  -2.800  0.159  -1.987  0.090
H  -2.823  -1.548  -2.538  0.065
H  -0.256  -0.137  -1.180  0.092
H  -0.280  -1.843  -1.731  0.077
H  0.058  -1.454  -0.032  0.070
C  -4.174  -2.395  -6.542  -0.019
C  -3.209  -2.761  -5.446  -0.494
C  -1.740  -2.677  -5.760  -0.018
O  -3.601  -3.112  -4.347  0.042
H  -5.197  -2.502  -6.174  0.082
H  -4.017  -1.357  -6.844  0.087
H  -4.037  -3.062  -7.395  0.072
H  -1.475  -1.652  -6.027  0.093
H  -1.496  -3.357  -6.578  0.065
H  -1.165  -2.969  -4.879  0.066
C  3.392  -1.769  -3.325  -0.024
C  2.274  -2.733  -3.622  -0.507
C  2.191  -3.979  -2.781  -0.026
O  1.469  -2.513  -4.508  0.055
H  3.328  -0.919  -4.007  0.084
H  3.305  -1.403  -2.300  0.085
H  4.356  -2.262  -3.469  0.086
H  2.050  -3.711  -1.732  0.082
H  3.101  -4.570  -2.901  0.086
H  1.338  -4.579  -3.107  0.084
C  -3.365  -6.135  -9.479  -0.023
C  -2.015  -5.695  -8.979  -0.495
C  -0.942  -6.745  -8.865  -0.023
O  -1.799  -4.535  -8.678  0.051
H  -4.038  -5.275  -9.509  0.081
H  -3.273  -6.544  -10.487  0.087
H  -3.785  -6.885  -8.804  0.088
H  -0.742  -7.180  -9.846  0.086
H  -1.255  -7.521  -8.163  0.087
H  -0.024  -6.285  -8.492  0.085


5.
Computed, not measured: an isolated ion of composition C12H21FN6O3PS and charge +1, with the ωB97M-V functional and the def2-TZVPD basis.

Output
HOMO (eV): -10.39
SMILES: C[C@H](F)n1nnc(CCCCCCCSc2nnco2)[n+]1P(O)O
Largest force on an atom (eV/Å): 6.1
Gap between HOMO and LUMO (eV): 5.40
Charge: +1

Last column: Löwdin charge in e.
Cartesian coordinates (Å):
C  1.644  4.993  0.332  -0.012
C  1.941  3.719  1.293  -0.239
F  3.178  3.874  2.004  -0.021
N  1.799  2.402  0.608  -0.086
N  0.553  1.918  0.528  0.121
N  0.556  0.725  -0.078  0.129
C  1.934  0.425  -0.409  -0.116
C  2.379  -0.930  -1.107  -0.114
C  2.460  -2.057  0.027  -0.183
C  1.235  -3.063  0.164  -0.196
C  -0.081  -2.731  -0.670  -0.226
C  -1.346  -3.664  -0.333  -0.203
C  -2.245  -3.111  0.876  -0.260
C  -2.925  -1.680  0.590  -0.489
S  -4.640  -1.628  1.319  0.912
C  -5.636  -0.300  0.538  -0.542
N  -6.606  0.329  1.387  -0.027
N  -7.258  1.273  0.635  -0.005
C  -6.687  1.216  -0.685  -0.087
O  -5.664  0.215  -0.776  -0.037
N  2.697  1.562  0.043  -0.109
P  4.463  1.815  -0.049  0.988
O  4.602  3.414  -0.711  -0.265
O  5.228  0.820  -1.193  -0.260
H  2.620  5.577  0.164  0.100
H  1.190  4.615  -0.643  0.090
H  0.921  5.726  0.850  0.105
H  1.126  3.750  2.108  0.176
H  1.680  -1.160  -1.986  0.131
H  3.429  -0.880  -1.586  0.110
H  2.575  -1.510  1.039  0.120
H  3.436  -2.647  -0.100  0.126
H  0.923  -3.091  1.277  0.120
H  1.610  -4.125  -0.062  0.125
H  -0.418  -1.644  -0.621  0.084
H  0.171  -2.932  -1.782  0.118
H  -1.001  -4.729  -0.051  0.124
H  -2.026  -3.714  -1.266  0.124
H  -3.073  -3.871  1.058  0.101
H  -1.573  -2.995  1.805  0.116
H  -2.995  -1.413  -0.522  0.092
H  -2.302  -0.907  1.178  0.079
H  -7.068  1.927  -1.481  0.133
H  4.225  3.312  -1.627  0.072
H  4.969  1.178  -2.085  0.082


Question: Number 2 is which compound?
Answer: H6O3


Question: largest force on an atom of number 1 (C27H34CeCl2N2O2)?
Answer: 3.6 eV/Å


Question: The highest charge belongs to which entry?
Answer: C12H21FN6O3PS